No. 1
This record from OMol25 describes 2 unconnected molecules or ions with the total composition C8H14N3O. The level of theory is ωB97M-V/def2-TZVPD.

- gap between HOMO and LUMO (eV) = 8.3
- LUMO level (eV) = -3.441
- HOMO level (hartree) = -0.433
- net charge = +1

XYZ file:
```
26
C8H14N3O ωB97M-V/def2-TZVPD
C -2.392 1.312 -0.839
N 2.278 0.557 0.771
H 1.411 -0.281 -2.165
H -1.597 1.491 -1.632
H -2.678 2.118 -0.279
C 1.837 -0.219 -1.198
C 1.280 0.371 -0.094
C -3.242 -0.352 0.967
H -2.463 -1.265 -1.549
H -0.732 -0.839 -1.265
N 4.552 -0.085 1.211
N 3.207 -0.353 -0.904
C 3.438 0.045 0.393
H -1.516 -1.958 -0.375
O -0.760 1.023 2.033
H -3.088 -1.269 1.479
C -1.669 -1.059 -0.875
H -3.704 0.310 1.607
H 5.306 -0.452 0.733
H -3.101 0.928 -1.583
C -1.997 0.112 0.043
H -3.999 -0.481 0.154
H 2.227 0.940 1.698
H 4.504 -0.432 2.169
H 3.957 -0.666 -1.534
C -1.062 0.503 1.035
```

No. 2
This record from OMol25 describes a gas-phase ion, C8H14N3O (charge +1). The level of theory is ωB97M-V/def2-TZVPD.

- gap between HOMO and LUMO (spin up / spin down) (eV) = 8.3 / 7.3
- LUMO level (spin up / spin down) (eV) = -3.733 / -4.778
- HOMO level (spin up / spin down) (hartree) = -0.442 / -0.445
- net charge = +1

XYZ file:
```
26
C8H14N3O ωB97M-V/def2-TZVPD
C -1.579 -2.350 -1.224
H -1.191 2.209 0.238
H -0.073 1.412 -1.826
N -2.493 -2.241 -2.142
C -0.662 1.472 0.870
H 2.390 1.245 1.018
H 0.096 -4.417 0.636
H -2.192 0.744 -1.139
C -2.107 -0.232 -1.255
H 0.896 2.244 -0.849
H -3.375 -0.717 -2.929
H -1.189 -3.131 1.164
C 0.394 0.550 0.172
H -0.157 1.960 1.635
H 1.611 0.002 1.831
N -1.339 -1.028 -0.538
N -2.784 -0.906 -2.141
C -0.227 -0.754 0.166
C 0.760 1.212 -1.188
C 1.820 0.425 0.897
O -0.963 -3.458 -0.885
H -1.347 0.915 1.320
H 2.510 -0.306 0.410
H 1.587 0.887 -1.749
C -0.543 -3.553 0.364
H 0.280 -1.591 0.640
```

No. 3
This record from OMol25 describes a gas-phase ion, C8H14N3OS2 (charge +1). The level of theory is ωB97M-V/def2-TZVPD.

- gap between HOMO and LUMO (eV) = 9.3
- LUMO level (eV) = -3.405
- SMILES = C[NH2+][C@@]1(NC(=S)S)CC=CC(OC)=N1
- HOMO level (hartree) = -0.467
- net charge = +1

XYZ file:
```
28
C8H14N3OS2 ωB97M-V/def2-TZVPD
N 1.562 0.800 0.430
O -0.819 -2.591 -1.694
H -1.157 -3.548 0.600
C -0.875 -2.430 0.678
C -0.573 -1.899 1.886
H -0.528 -2.329 2.862
C 0.075 0.154 0.453
H 3.706 3.642 1.188
C -0.480 -2.047 -2.926
H -2.234 2.154 -0.876
H -1.040 -1.063 -3.140
H -1.828 0.906 0.940
C -0.542 -1.813 -0.598
H -0.633 2.706 -1.159
H -1.225 1.225 -1.800
C 1.908 2.076 0.861
N 0.027 -0.656 -0.687
C 0.136 -0.567 1.867
H -0.437 0.062 2.595
H 2.160 0.186 -0.030
S 0.843 3.107 1.564
S 3.674 2.369 0.758
H -0.496 1.847 1.131
N -0.955 1.222 0.409
H 0.631 -1.831 -2.934
H -0.788 -2.805 -3.668
C -1.212 1.898 -0.882
H 1.103 -0.775 2.174
```

No. 4
This record from OMol25 describes 2 unconnected molecules or ions with the total composition C8H14N4. The level of theory is ωB97M-V/def2-TZVPD.

- gap between HOMO and LUMO (eV) = 9.3
- LUMO level (eV) = 0.541
- SMILES = Cc1nnn[nH]1.C1=CCCCC1
- HOMO level (hartree) = -0.321

XYZ file:
```
26
C8H14N4 ωB97M-V/def2-TZVPD
C 0.335 -0.132 -2.426
H 0.213 -2.729 4.842
H -0.151 2.785 -0.532
C 0.530 -2.943 3.808
H -1.448 1.757 -1.134
C -0.315 2.698 -2.691
H -0.195 3.780 -2.787
H -0.385 -0.130 -4.481
N 1.199 -1.105 2.237
H 1.608 -3.170 3.808
C -0.412 2.074 -1.321
C 0.295 -1.771 2.912
H -0.086 -1.079 -2.076
H 1.324 -0.368 -2.844
C -0.363 1.908 -3.756
C 0.518 0.847 -1.240
N -0.899 -1.205 2.659
H -1.823 -1.436 2.992
H -0.018 -3.826 3.450
N -0.724 -0.178 1.813
C -0.561 0.427 -3.553
H 0.338 0.344 -0.320
H -0.286 2.310 -4.773
H -1.618 0.250 -3.284
N 0.540 -0.134 1.572
H 1.555 1.212 -1.226
```

No. 5
This record from OMol25 describes C8H14N4O5 in the gas phase. The level of theory is ωB97M-V/def2-TZVPD.

- gap between HOMO and LUMO (eV) = 9.8
- LUMO level (eV) = 0.149
- SMILES = NC(=O)C[C@H](NC(=O)[C@@H](N)CC(N)=O)C(=O)O
- HOMO level (hartree) = -0.354

XYZ file:
```
31
C8H14N4O5 ωB97M-V/def2-TZVPD
O -2.106 -1.924 -2.055
H 2.609 -0.380 2.716
N 3.907 -0.552 -0.310
O -2.264 2.468 -1.829
C -2.879 1.856 -0.920
H 3.016 0.674 1.343
H 1.152 -2.108 1.661
H 4.617 -1.069 -0.809
O 0.006 -1.986 -1.587
O 1.736 1.432 -0.575
C 2.545 -0.179 1.563
O 3.007 -2.291 0.709
H 3.745 0.477 -0.451
H -0.527 1.507 -1.148
H 0.519 0.395 1.928
N 0.483 -1.468 1.243
H -2.672 0.145 -2.005
H -0.289 -1.356 2.041
C -1.290 -1.538 -1.267
C 1.103 -0.056 1.179
C 3.204 -1.120 0.576
H -1.678 -0.261 0.748
H -4.155 1.896 0.753
C -1.437 -0.146 -0.339
H -3.627 -0.223 -0.692
H -3.655 3.336 -0.044
C -2.704 0.311 -0.928
C 0.920 0.686 -0.077
H 0.493 -1.531 -0.949
N -0.277 0.605 -0.615
N -3.502 2.399 0.142
```

No. 6
This record from OMol25 describes a gas-phase ion, C8H14NO (charge +1). The level of theory is ωB97M-V/def2-TZVPD.

- gap between HOMO and LUMO (spin up / spin down) (eV) = 8.4 / 8.4
- LUMO level (spin up / spin down) (eV) = -4.471 / -4.469
- SMILES = COC=C=C(C=[NH2+])C(C)C
- HOMO level (spin up / spin down) (hartree) = -0.472 / -0.472
- net charge = +1

XYZ file:
```
24
C8H14NO ωB97M-V/def2-TZVPD
H -1.079 -0.919 2.038
H -1.395 -2.021 -0.273
C 2.383 -0.152 -0.698
C -0.429 -0.183 -0.404
H -3.714 -1.054 -1.013
O 3.075 -0.073 0.385
H -2.670 -1.729 1.724
H 0.646 1.550 -0.506
H -2.541 -0.403 -2.125
H -3.067 0.759 -0.816
H 2.864 -0.322 -1.683
H 4.748 -0.669 -0.399
C 4.420 0.048 0.327
H 4.776 1.058 0.063
C -2.739 -0.390 -1.046
H -1.096 2.886 0.573
H -2.113 1.599 0.384
C 0.740 -0.894 -0.619
H -2.528 -0.111 1.610
H 4.787 -0.218 1.261
C -0.285 1.186 -0.225
N -1.190 1.986 0.267
C -1.617 -0.996 -0.171
C -1.974 -0.939 1.346
```

No. 7
This record from OMol25 describes a gas-phase ion, C8H14NO2 (charge +1). The level of theory is ωB97M-V/def2-TZVPD.

- gap between HOMO and LUMO (eV) = 10.1
- LUMO level (eV) = -4.277
- HOMO level (hartree) = -0.527
- net charge = +1

XYZ file:
```
25
C8H14NO2 ωB97M-V/def2-TZVPD
O 1.986 0.025 1.091
H -0.611 -1.235 -1.616
H -0.760 -2.283 -0.022
H -1.123 0.147 0.174
C 1.306 -0.967 -0.980
H 2.074 2.129 -0.747
C -0.528 -1.815 0.973
H 0.704 2.096 0.224
H -1.405 -2.047 1.701
C 0.234 1.663 -1.826
H -0.861 0.662 -3.297
H -0.117 2.677 -2.210
C 0.324 -0.831 -2.082
C -0.386 -0.254 0.860
H 0.353 0.717 2.799
O 2.316 -1.616 -0.910
H -1.231 0.126 2.976
H 0.367 -2.365 1.274
C 1.067 -0.067 0.237
H 2.897 -0.266 0.575
C -0.110 0.543 -2.490
C -0.554 0.525 2.285
H 0.580 -1.504 -2.869
H -0.944 1.582 2.014
N 1.088 1.760 -0.675
```

No. 8
This record from OMol25 describes 2 unconnected molecules or ions with the total composition C8H14NSi. The level of theory is ωB97M-V/def2-TZVPD.

- gap between HOMO and LUMO (eV) = 8.9
- LUMO level (eV) = -3.820
- HOMO level (hartree) = -0.466
- net charge = +1

XYZ file:
```
24
C8H14NSi ωB97M-V/def2-TZVPD
C -2.261 0.969 -1.456
C 1.430 -1.019 1.382
Si -0.416 -2.534 0.065
C 0.136 -0.409 -1.589
H -0.011 0.117 2.210
H 1.626 -1.596 2.412
C 1.609 1.434 1.973
C -2.080 -0.198 -0.697
H 1.674 2.029 1.104
N 0.784 0.299 1.518
H 0.842 1.178 -2.836
H 1.078 1.848 2.827
H 1.003 -0.987 -1.511
C -0.898 -0.935 -0.812
H 2.583 0.982 2.320
H -2.930 -0.466 0.018
H 2.488 -0.928 0.882
H -1.285 2.310 -2.870
C 0.036 0.833 -2.199
C -1.260 1.413 -2.312
H -3.196 1.688 -1.322
H -1.305 -2.848 1.069
H 0.309 0.448 0.645
H 0.045 -3.626 -0.819
```

No. 9
This record from OMol25 describes C8H14O in the gas phase. The level of theory is ωB97M-V/def2-TZVPD.

- gap between HOMO and LUMO (eV) = 9.5
- LUMO level (eV) = 0.954
- SMILES = C=C[C@@](C)(O)/C(C)=C/C
- HOMO level (hartree) = -0.316

XYZ file:
```
23
C8H14O ωB97M-V/def2-TZVPD
H -0.559 1.494 1.486
H 0.958 -2.042 -0.367
C 1.648 -0.098 -1.687
H 0.757 -2.016 1.377
H -1.758 0.339 3.152
H -0.296 -0.619 3.326
C -0.510 1.179 -1.353
H -2.313 0.990 -2.408
C -1.552 0.504 -1.815
H 2.514 -0.543 -1.205
C -1.068 -0.309 2.619
H -0.384 2.225 -1.621
H -1.736 -0.530 -1.551
C 0.175 -0.193 0.441
H 1.971 0.633 -2.428
O 1.579 1.700 -0.159
H 1.069 -0.870 -2.197
H 1.108 2.159 0.529
C 0.797 0.639 -0.662
C -0.467 0.416 1.456
H -0.653 -2.170 0.338
H -1.600 -1.198 2.294
C 0.321 -1.688 0.438
```

Strongest force on any atom
In order: 4.75 4.50 4.59 1.01 5.82 5.27 4.81 4.08 2.49
Unit: eV Å⁻¹